The following is a quantum chemistry calculation of a cluster of 14 separate species, C63H85N2O34 in total in a non-equilibrium geometry, from OMol25.

Structure (XYZ):
```
184
Properties=species:S:1:pos:R:3:forces:R:3
H 3.23154 2.43134 -2.65646 -0.05 -0.49 0.01
H -4.96538 -0.94017 0.33430 -0.03 0.02 0.10
O 2.35534 -0.60125 -2.19462 0.93 1.82 0.73
H -3.38235 -0.48337 -0.33052 -0.11 0.42 0.24
H 5.09870 5.98145 -5.10073 -0.51 -0.61 0.65
C -5.67606 0.04229 -2.33062 0.60 3.15 -1.68
C 1.60189 -4.55284 -6.12239 -3.57 -1.61 -4.83
C -0.59511 -0.68380 0.73564 2.37 -0.21 -1.24
H -1.30915 -4.21424 -2.62221 -0.20 0.01 -0.08
H -2.94484 1.84895 -2.57902 0.51 -0.20 0.67
H -2.09694 -3.99091 -0.02500 0.84 -0.12 0.44
O -5.01837 0.40760 -1.17930 -1.53 2.59 -0.78
C -0.39492 0.94016 -4.74125 0.80 -0.16 3.15
C 1.77494 2.80036 3.17906 0.55 -1.03 1.86
H -0.24422 -7.80053 1.75648 0.18 -0.14 -0.11
H 5.80475 3.30723 -0.16186 0.23 -0.15 0.73
H -4.02929 6.34990 2.85633 0.23 0.19 -0.03
H 4.16209 0.33942 -2.22473 -1.05 0.28 -0.23
H -6.35199 1.67250 5.62190 0.16 -0.33 0.26
O -1.51736 -0.74489 1.54340 -0.92 -0.48 0.18
C -2.32605 1.61541 -3.43281 0.32 -0.15 -0.59
H -4.12615 3.19989 4.72957 1.40 -1.11 -0.20
H -4.74047 -6.28549 0.54202 -0.26 -0.06 0.22
O 5.06133 0.51121 -2.51366 2.07 0.63 -0.42
C 2.38336 -2.76752 -5.12010 2.21 0.65 1.51
O -5.37478 -1.20029 -2.58122 -0.88 -1.40 -0.95
C -0.38959 4.28904 -0.90761 0.42 -2.37 -0.10
O 3.70512 -2.42484 3.31637 0.88 1.46 -1.30
C -4.47810 -1.71936 -1.61843 0.65 -1.71 -0.48
C -4.83113 0.62944 4.46078 -0.61 0.01 1.53
C 2.91326 -4.06866 -4.39908 -0.04 2.41 -0.25
N 1.12062 0.46745 3.77901 0.31 0.86 -0.75
C 5.28061 1.78629 -3.04044 -0.45 -1.22 0.45
H 2.13480 -2.00496 -4.38199 -0.83 -0.10 -0.16
C 0.80197 4.78501 -1.28291 1.63 1.90 -1.63
H 4.56273 0.27854 -0.00328 -0.26 0.14 0.73
C 2.36443 -6.56911 -1.10170 -1.77 1.64 -1.01
H -3.17124 -1.25544 4.85983 0.23 -0.29 0.73
O -1.40689 0.94091 3.29092 -1.09 3.28 0.85
O 4.31182 5.90880 0.72170 -0.24 2.67 -1.06
H -4.25301 0.32681 5.33387 0.39 0.41 0.03
C -3.07751 -3.88475 -4.90070 0.71 -4.01 -1.94
H -4.77376 -2.71735 -1.29485 -0.45 0.21 0.15
H -2.39093 4.70568 -0.29952 -0.07 -0.36 -0.16
C -3.77253 -6.64246 0.86151 -0.23 0.60 -0.58
H 1.32563 1.85331 5.17537 0.33 0.98 -0.04
H -4.54929 2.88881 -3.84527 0.34 -0.44 0.34
O -3.93350 0.80127 3.41190 1.62 -1.33 1.40
C 1.89280 -4.97883 0.71973 0.42 -1.68 -1.63
H 0.29874 2.48611 -0.50651 0.95 0.29 0.01
H -2.25637 -2.24032 3.78681 0.13 -0.05 -0.32
O -2.06351 -4.74158 -4.50257 -0.84 0.69 0.65
H -2.16275 7.03641 -0.33989 0.19 0.48 -0.20
C 1.83226 1.65274 4.23133 0.88 0.60 -1.05
H 4.08238 3.12744 0.07061 -0.26 -0.09 0.96
C 4.72365 5.12063 -0.41362 -0.02 0.10 0.53
O 5.76483 5.29441 -5.02431 1.32 0.52 -0.43
O -2.76801 -2.68575 -4.66072 -0.59 4.57 0.89
H 0.19092 -4.16469 -0.91768 -0.29 0.58 0.96
C -2.27741 1.77701 -5.88139 -0.64 -0.98 0.92
O -4.07234 4.57325 3.89855 -0.15 0.31 0.09
C -1.32724 6.45429 -0.69968 1.04 1.26 -0.54
H 4.41559 -7.20220 2.48918 0.36 -0.08 0.28
H -3.06816 5.07038 2.08756 0.22 -0.34 0.66
C 4.18760 2.64638 -3.11045 1.40 -0.15 1.12
C 0.73581 -1.74600 -1.21031 -1.63 1.04 1.76
O 5.11586 4.20274 1.66811 1.37 -2.88 -0.04
C 4.75053 5.44788 1.90885 -2.30 -1.14 -1.27
H 3.99449 -4.06250 -4.26130 -0.14 -0.13 -0.04
H -3.50816 -1.89743 -2.08277 0.03 0.38 -0.29
O 1.39092 -3.24450 -5.95576 -1.39 -0.16 0.17
C 1.54754 -0.60281 -1.21968 -0.17 -1.53 -2.33
C -1.43654 -6.24131 0.95132 0.20 0.66 0.59
H 7.61303 3.45479 -4.77619 -0.10 0.49 -0.11
C 6.58728 2.16793 -3.53295 -2.34 -3.51 1.79
O 4.60873 -7.38343 1.56644 -0.62 0.34 0.16
O -4.18777 2.58792 -4.68214 0.98 -0.64 -0.77
C -1.17084 -3.97589 -3.67680 0.37 -0.08 -0.74
H 4.00293 5.13769 -1.23116 -0.63 -0.10 0.70
H -0.61253 -5.55786 0.80877 0.16 -0.13 0.15
H 5.96864 -0.53628 0.83331 0.15 0.79 -0.24
H -4.57172 4.42692 6.99553 0.72 -0.22 -0.26
O -1.12088 -0.99578 4.99530 0.52 -0.25 -0.20
H 3.78963 -1.83431 -0.67988 -0.42 -0.76 0.38
H -4.80752 5.04852 2.00466 -0.25 -0.19 0.01
N -4.51060 2.76329 5.55521 -1.16 0.37 -0.01
H -3.87032 1.03481 1.34358 0.29 -0.44 0.42
C 1.62110 -5.45379 -0.60131 1.62 -0.12 1.86
H -2.07394 -2.68359 5.46106 -1.01 -0.11 0.34
H -4.38848 -8.67473 1.35072 -0.23 0.11 -0.25
C 6.68732 3.27072 -4.25124 -0.40 3.10 -0.63
H 1.26664 -0.16917 5.75175 -0.38 0.20 0.02
H -4.44044 2.35064 2.32389 -0.59 0.32 -0.46
O 2.53044 -5.00970 -5.35029 1.08 -2.31 0.51
C -5.56772 1.90625 4.90191 0.68 -0.05 0.89
O 0.49200 3.27491 3.33225 -1.03 1.04 -1.13
H -0.43578 1.04857 -2.55858 0.02 -0.37 0.03
C 1.33240 0.55496 -0.24979 1.64 2.32 -0.49
H 0.74987 -2.46583 -2.01533 0.65 0.02 -0.01
H 5.44761 -2.46954 -0.40117 0.04 0.64 -0.39
C 4.44033 3.92988 -3.53289 0.12 0.38 -1.17
H 1.65235 4.14508 -1.46657 -0.04 -0.27 0.04
C -2.25067 -1.83592 4.79901 1.08 -0.36 -0.64
H 0.95532 4.94056 1.99734 0.24 -0.83 -0.31
H 2.49742 3.58465 3.40496 0.28 0.04 0.37
O 0.73039 -4.82834 -1.35372 0.05 -1.09 -2.35
H 2.89165 1.47102 4.41234 0.19 -0.40 0.25
O -0.48927 2.93307 -0.82417 -2.05 -0.05 0.29
H -6.11886 2.39325 4.09743 0.23 0.22 -0.40
H -0.16854 -4.28322 -3.97524 0.02 0.24 0.21
H -0.72045 4.70140 2.54463 -0.03 -0.30 -0.48
C 4.60807 -1.92739 0.03398 0.61 0.86 0.22
O 0.98665 -5.19726 -6.99704 1.98 1.61 2.88
C -1.46056 5.10602 -0.67441 -1.05 -0.53 0.95
H 1.41343 -4.10775 1.14143 -0.20 -0.04 -0.05
C 3.59058 -6.73319 0.86916 -0.01 -0.09 1.36
H -0.83110 -1.96950 -4.66620 -0.02 -0.60 -0.85
H 0.35117 -2.51617 5.17877 -0.11 0.05 0.61
O -6.22242 0.84385 -3.08780 0.76 -2.16 2.36
O -1.93700 -9.68093 2.02258 -2.34 -0.21 -0.12
O 1.99333 1.67172 -0.33411 -0.44 -2.14 -0.46
O -2.87298 -4.46247 0.28643 -2.25 -0.89 0.27
C -0.09537 6.99058 -1.15308 -1.34 0.40 0.32
H 3.61956 4.62937 -3.47425 0.05 0.39 -0.33
H 3.08493 -2.28195 -5.79842 0.67 -0.17 0.28
C -1.01822 1.09394 -3.46693 -1.26 1.05 -1.63
O 0.12839 8.35493 -1.08280 -0.53 0.03 -0.12
C 4.92853 3.78199 0.27967 0.42 0.80 -0.84
C -0.26240 -1.97406 -0.22396 2.98 4.40 -0.77
H 0.42769 5.32574 3.58876 0.48 -0.01 0.46
O 4.31010 -0.64901 1.93702 -0.99 0.89 1.30
H -5.45737 0.85984 2.14287 -0.24 0.25 -0.50
C 0.90623 6.15599 -1.56805 0.48 -0.34 1.59
H 5.60102 5.51802 -0.92392 0.47 0.20 0.65
H -2.80749 1.84014 -6.82024 -0.31 0.66 0.13
H -2.11667 0.97431 3.93645 -0.60 -0.25 0.01
C -4.99004 5.06692 4.92298 -0.08 0.64 -0.40
H 2.01675 2.47763 2.16641 -0.18 -0.40 -0.27
C 1.24828 -0.55954 4.73422 -0.87 -3.21 1.42
C -3.97000 5.27879 2.66320 -1.04 0.66 0.35
H -1.48918 -1.85423 -3.18285 -1.09 -0.13 0.40
H 0.11318 1.26625 1.33690 0.03 0.24 -0.15
H -5.44761 -0.26468 4.36798 -0.70 0.14 -0.89
C 4.89482 -0.53131 0.64629 1.49 -1.77 -0.59
H -5.99834 5.22692 4.54111 0.00 -0.06 -0.52
C -2.27368 -8.40948 1.52468 0.83 -0.38 0.68
H 1.53635 0.15466 2.91331 -0.08 -0.07 -0.45
H 1.85098 6.65270 -1.73275 0.31 -0.26 -0.43
H -4.61081 6.04088 5.23228 -0.02 0.05 0.20
C -2.70693 -5.74824 0.73401 0.66 -0.04 -0.89
C -2.93326 1.94270 -4.62377 -0.79 1.17 -1.65
C -1.23943 -7.51277 1.45126 0.40 0.51 -0.60
C 4.12103 -1.95298 2.26828 -1.32 0.47 1.40
C -1.54013 -2.51789 -4.04601 2.28 -0.27 1.08
C 0.11754 -1.61983 4.60422 -0.03 1.19 0.29
C 2.85386 -5.67791 1.43935 0.24 0.18 -0.37
O 4.54890 5.91789 2.98594 0.79 0.47 -0.35
O -0.70671 -3.07958 -0.09769 -2.62 -2.69 1.16
H 2.21852 -6.85145 -2.13388 -0.44 -0.13 -0.10
C -1.00251 1.23109 -5.95355 -0.33 0.30 0.91
H -1.50277 0.31466 2.56967 -0.73 -2.14 -1.97
H 2.13461 -1.19245 4.69009 0.61 0.42 -0.45
H 3.73193 -8.17513 -0.68895 0.30 0.20 -0.25
H 2.39653 -4.23747 -3.45432 0.00 -0.08 0.06
O -3.99477 -4.22918 -5.57421 -0.72 -0.37 0.32
O 0.91575 0.55692 -4.63260 0.51 -0.21 -1.97
C -3.58329 -7.96895 1.20944 1.38 -1.02 0.91
H 0.08214 -2.00089 3.58361 -0.27 0.28 -0.45
C -4.43028 -0.65983 -0.57299 1.07 -1.59 1.32
C 0.32887 4.57057 2.80898 -1.38 1.19 0.61
H -0.51646 0.88310 3.64504 2.45 -0.33 0.76
O 4.37957 -2.66268 1.22944 -0.35 -2.71 -1.55
H -6.04040 3.77148 6.48592 -0.55 0.74 -0.48
C -5.06127 4.05115 6.09707 0.12 -1.31 -0.44
C -4.44956 1.26406 2.23802 -1.01 1.26 -1.02
H 1.21047 0.34815 -3.74313 -0.17 -0.04 0.47
H -0.51715 1.11933 -6.91185 0.17 -0.19 0.11
C 5.61844 4.20116 -4.21201 -0.35 0.31 -0.76
C 3.29743 -7.23789 -0.37396 0.12 0.21 0.75
H 7.43327 1.50300 -3.44040 -0.16 -0.30 0.05
H 2.99718 -5.28563 2.43533 0.63 -0.30 0.26
H 0.57921 8.63139 -1.88400 0.13 0.06 -0.01
H -1.01907 -9.95654 2.07775 0.13 0.98 -0.44
C 0.31371 0.46031 0.64649 -2.28 -2.30 0.98
```
Forces are in eV/Å.

Computed properties:
E_HOMO in eV: -5.853
Molar mass in u: 1414.4
HOMO-LUMO gap in eV: 6.934
Charge: -1

Results of the Löwdin charge analysis, in e, for atoms 1 through 2:
1 H 0.108
2 H 0.133